Record 1
{
  "formula": "C34H34KN11S",
  "method": "the ωB97M-V functional and the def2-TZVPD basis",
  "homo_energy_ev": -7.0,
  "energy_ha": -2916.5215,
  "multiplicity": 1,
  "max_force_ha_per_bohr": 0.006,
  "charge": 0,
  "species": ["C", "H", "C", "C", "H", "H", "H", "C", "C", "H", "H", "C", "H", "C", "H", "H", "C", "N", "C", "H", "C", "C", "C", "C", "N", "N", "N", "C", "H", "C", "K", "N", "C", "C", "H", "H", "C", "H", "H", "C", "C", "H", "C", "H", "C", "H", "H", "C", "H", "H", "C", "H", "N", "C", "H", "H", "H", "H", "N", "C", "H", "H", "H", "H", "C", "C", "C", "C", "N", "H", "H", "H", "N", "N", "C", "S", "H", "N", "C", "C", "C"],
  "positions_angstrom": [[-2.09963, -1.88007, 5.51735], [0.08253, -2.06665, -0.97355], [-2.40611, -0.74516, -4.65708], [3.66051, 2.26278, -1.87493], [-3.15184, -1.28536, 2.79026], [0.51491, 5.42041, 7.18347], [-4.05189, -1.65676, -7.43693], [-0.40263, -1.06392, 4.02497], [-2.11374, -1.57085, 0.93501], [5.06325, 0.99900, -2.91553], [-1.22455, -1.99912, 1.38823], [0.80386, 3.35903, 6.65584], [3.28476, -0.02585, -4.33961], [0.01468, 2.72997, 4.48052], [5.21638, -0.90728, 0.54850], [1.99595, 3.34346, -1.08353], [0.37760, 4.66294, 6.42301], [0.80977, 0.60287, -4.35371], [-4.27014, -0.60411, 1.06146], [4.87692, 0.51223, 1.37890], [0.62532, 2.38806, 5.68466], [4.02418, 1.28682, -2.80101], [-4.25189, -0.49104, -0.30933], [0.94256, -2.87307, -3.02971], [1.35734, 2.03318, -2.53329], [-3.19820, -0.92347, -2.40446], [-1.11865, 2.03959, 2.05308], [2.32371, 2.58662, -1.79186], [0.44699, -1.22918, 3.37182], [-0.38302, 0.18296, -4.10201], [-0.19668, 0.93837, -0.39418], [4.66201, -0.06582, 0.58307], [-0.92333, 0.21449, 4.16025], [1.70617, 1.10694, -3.43834], [-5.08693, -0.08170, -0.86124], [-3.47827, -0.41497, 6.27109], [-2.02690, 0.45947, 4.96260], [-0.54625, 6.00949, 5.03439], [3.84887, -1.08549, -1.41730], [-0.39816, 4.02595, 4.23669], [-0.22006, 4.99417, 5.21786], [1.27134, 3.09721, 7.59587], [-0.99536, -2.11731, 4.71089], [1.20541, -3.17661, -4.04269], [-3.13035, -0.93940, -1.02846], [4.07071, -3.15635, -1.82384], [-4.33575, -1.63182, -4.94802], [1.94448, -1.73063, -1.16296], [2.72066, 0.92848, 1.68849], [-2.01925, 2.32512, 2.43748], [3.05256, 0.71304, -3.58478], [3.42589, -3.76736, -3.34859], [-2.07351, -1.46185, -0.39737], [-3.43596, -1.25679, -5.41835], [2.80668, -4.39507, -1.80876], [0.94390, 1.36826, 5.86647], [-2.56560, -2.69894, 6.04941], [4.38812, 2.75193, -1.24234], [-1.01315, -0.02936, -2.90634], [-1.25177, -0.26081, -5.23270], [0.24220, -2.04418, -3.07634], [-0.15348, 0.11935, -7.03290], [0.45581, -3.72231, -2.52997], [-2.41508, 1.46718, 5.05955], [-1.06869, -0.26367, -6.59967], [-3.26796, -1.26507, -6.80094], [-3.17693, -1.16729, 1.71559], [-2.23227, -0.58545, -3.18233], [2.15676, -2.44808, -2.35009], [-0.59882, -3.11859, 4.60818], [-0.84565, 4.26558, 3.27980], [-5.13152, -0.26383, 1.62431], [2.35315, 0.37282, 0.91985], [3.13638, -1.14583, -0.70847], [3.29860, -0.24150, 0.33284], [-0.15657, 1.49929, 3.17182], [-1.99927, -0.79258, -8.46209], [0.85263, -1.55400, -0.54952], [-2.09966, -0.77389, -7.38416], [-2.61657, -0.59302, 5.64119], [3.16845, -3.49561, -2.32549]],
  "atomic_forces_ev_per_a": [[0.03, 0.03, -0.05], [-0.08, 0.11, 0.06], [0.02, 0.01, 0.07], [0.02, 0.01, 0.01], [0.00, 0.00, 0.01], [0.00, -0.01, 0.00], [-0.01, 0.00, 0.01], [-0.02, 0.02, -0.02], [0.05, 0.01, -0.13], [0.00, -0.01, 0.00], [0.01, -0.02, 0.00], [-0.02, -0.01, -0.06], [0.01, 0.00, 0.01], [0.08, -0.11, 0.14], [-0.01, -0.01, -0.01], [-0.01, -0.01, 0.00], [0.00, 0.00, 0.01], [0.12, 0.04, -0.01], [-0.03, 0.04, 0.01], [-0.02, 0.02, 0.00], [-0.02, 0.05, -0.04], [0.01, 0.03, -0.05], [-0.10, 0.05, 0.02], [0.06, -0.06, 0.00], [-0.04, -0.08, 0.04], [-0.24, -0.11, 0.18], [0.09, 0.01, 0.00], [-0.06, 0.00, -0.02], [0.00, -0.01, 0.00], [-0.09, 0.00, 0.17], [-0.12, -0.02, -0.08], [-0.03, 0.01, 0.02], [0.11, -0.10, -0.08], [-0.01, 0.06, -0.01], [0.01, 0.00, 0.01], [0.00, 0.00, 0.00], [-0.06, 0.04, 0.03], [0.00, 0.00, 0.00], [0.05, 0.07, 0.02], [-0.02, -0.02, -0.08], [0.01, 0.02, 0.02], [0.00, 0.01, 0.01], [-0.05, 0.04, 0.03], [-0.02, 0.02, 0.00], [0.05, 0.02, 0.00], [0.04, -0.04, 0.00], [0.00, 0.00, -0.01], [0.15, 0.06, 0.04], [0.00, -0.01, -0.01], [-0.03, -0.06, -0.03], [0.04, -0.02, -0.06], [0.00, 0.00, -0.01], [0.00, -0.08, 0.05], [-0.07, -0.02, -0.06], [0.00, 0.00, -0.01], [-0.01, 0.01, 0.00], [0.00, 0.00, 0.00], [0.00, 0.00, -0.01], [0.02, 0.09, -0.07], [0.05, 0.02, 0.06], [-0.03, 0.00, -0.03], [-0.01, -0.01, -0.01], [0.02, -0.01, 0.02], [-0.01, -0.02, 0.01], [0.04, 0.01, -0.09], [0.05, 0.02, 0.03], [0.00, 0.00, -0.01], [0.11, 0.10, -0.21], [-0.14, -0.01, 0.11], [0.00, -0.01, 0.00], [-0.01, 0.01, 0.01], [0.00, 0.00, -0.01], [-0.15, 0.07, 0.04], [-0.14, -0.09, -0.01], [0.31, -0.10, -0.05], [0.01, 0.17, 0.02], [0.01, 0.00, 0.00], [0.08, -0.24, -0.05], [-0.03, -0.01, 0.05], [0.00, -0.05, 0.02], [0.01, 0.05, 0.02]]
}

Record 2
{
  "formula": "C34H34N9O11PtS3",
  "method": "the ωB97M-V functional and the def2-TZVPD basis",
  "homo_energy_ev": [-10.4, -10.5],
  "energy_ha": -3949.8200,
  "multiplicity": 5,
  "relative_energy_ev": 0.817,
  "max_force_ha_per_bohr": 0.014,
  "s_squared": 6.031,
  "charge": 1,
  "species": ["C", "O", "H", "H", "C", "N", "H", "N", "C", "H", "C", "C", "H", "O", "Pt", "C", "H", "S", "H", "H", "O", "C", "H", "H", "O", "H", "O", "H", "H", "N", "H", "C", "H", "N", "H", "C", "H", "O", "H", "H", "N", "C", "H", "H", "C", "C", "C", "C", "H", "N", "N", "C", "O", "H", "C", "H", "C", "C", "C", "S", "H", "O", "N", "O", "C", "H", "O", "C", "H", "C", "C", "H", "H", "C", "C", "C", "N", "H", "C", "C", "C", "C", "C", "H", "H", "C", "O", "C", "H", "H", "S", "C"],
  "positions_angstrom": [[3.63052, -1.01111, -5.04640], [0.43659, 1.54536, -4.61578], [-0.09644, -6.58794, 3.21032], [-1.19790, 7.66346, 2.89382], [1.90665, 3.08666, -1.98182], [1.31774, 2.63821, -0.87693], [-2.44459, -1.74337, 0.47991], [-3.27021, 6.53740, 4.07328], [0.08815, -2.58076, 3.47320], [0.59857, -6.64388, 1.58095], [-2.42326, 0.91570, 2.48167], [-3.20725, -2.19817, -2.65991], [-1.95041, -0.40983, -2.81729], [4.89075, -3.10733, -1.75879], [0.36270, 0.61638, -0.57477], [0.71555, -6.22536, 2.58157], [-1.00269, -2.75089, 0.47965], [3.09803, 4.44305, -0.17449], [-0.80595, -4.57470, -2.35027], [0.00681, -1.79753, -2.86587], [3.88174, -0.43787, -7.25525], [2.88569, 4.05066, -1.79057], [-2.82612, 3.00190, -0.69965], [-4.14402, 1.92747, 3.23941], [2.85179, -3.19070, -1.09240], [-3.14693, -4.26458, -2.58071], [0.35346, 0.40172, 3.52829], [-3.93559, 6.09103, 4.67589], [2.08938, -4.61736, 0.85952], [-1.27174, -1.59384, -1.23939], [-1.20836, -3.58697, -3.76359], [-0.69433, 3.94511, 3.84152], [2.14436, -2.15440, 0.79407], [3.74095, -2.73402, -1.79806], [-4.44384, 3.30742, 1.17602], [0.74865, -4.71922, 2.54394], [2.19502, 0.40852, -5.74706], [1.85801, 0.23861, 1.51822], [-3.69162, -3.53696, -0.39200], [1.57352, 2.75369, -2.95007], [-0.52594, -0.09408, 1.20241], [1.79992, 3.28306, 0.25607], [-0.43152, -1.98763, 4.21589], [-0.51972, -4.47657, 4.26014], [1.50671, -4.05271, 1.58018], [-1.18654, -3.60856, -2.67599], [-1.05354, 6.61962, 3.14496], [1.88954, -0.05928, -3.69187], [-2.23014, -4.53571, -0.40548], [-2.60646, -3.49486, -2.19415], [4.31172, -1.11250, -6.34189], [-3.63760, 2.59200, 1.25724], [2.12251, 2.85633, 3.76358], [-3.18294, -2.19843, -3.74754], [0.83918, -1.94964, 2.48935], [-2.66742, 4.04178, 4.66226], [-1.82105, -2.38597, -0.13820], [0.66864, 0.80865, -3.67442], [2.34309, -0.77860, -2.55359], [0.71520, -0.21122, 2.28977], [-2.99317, -0.42621, -1.40263], [2.79449, 4.83793, 2.44170], [1.31002, 3.03910, 1.41006], [5.26072, -1.86654, -6.41919], [-3.46521, 1.81858, 2.40271], [3.46641, 4.51964, -2.57102], [1.92235, -0.59587, -1.34682], [-2.37189, -1.04716, -2.04634], [0.94363, 6.53416, 2.36916], [-1.58350, 0.81041, 1.37690], [-2.64700, -3.57263, -0.69420], [0.44067, -2.77733, -1.47218], [-4.24485, -2.18504, -2.33226], [0.13824, 5.99416, 2.85005], [3.37343, -1.73521, -2.80608], [0.31687, 4.65997, 3.20199], [-1.75227, 1.53828, 0.27274], [-3.35305, 7.53101, 3.96496], [4.04017, -1.81661, -4.00356], [-0.39444, -2.42293, -2.07340], [-2.08133, 5.92029, 3.79414], [0.04875, -3.96741, 3.49004], [-1.88074, 4.57526, 4.14067], [1.65160, -6.61802, 2.98492], [4.85190, -2.51819, -4.12810], [-2.75041, 2.42562, 0.21507], [-0.13509, 0.73906, -2.64045], [2.54714, -0.17087, -4.90484], [-0.51532, 2.91204, 4.12076], [-2.24004, 0.31645, 3.36191], [1.80335, 3.85610, 2.80386], [1.55157, -2.66922, 1.54053]],
  "atomic_forces_ev_per_a": [[-0.01, -0.03, -0.06], [-0.08, -0.12, 0.00], [0.01, -0.01, -0.01], [0.02, -0.02, -0.01], [-0.36, 0.01, 0.01], [0.54, -0.13, 0.45], [-0.01, 0.00, 0.00], [0.03, -0.08, -0.15], [0.11, 0.01, -0.06], [0.00, 0.01, 0.02], [0.05, -0.08, 0.03], [0.03, 0.12, 0.04], [0.02, 0.01, -0.03], [0.01, 0.08, 0.01], [0.17, 0.01, -0.67], [0.04, 0.08, 0.02], [0.04, 0.00, 0.02], [-0.16, -0.03, 0.26], [-0.04, -0.03, 0.02], [-0.02, 0.00, -0.03], [-0.01, 0.00, 0.05], [0.05, 0.05, -0.21], [0.01, -0.02, 0.03], [0.01, 0.00, -0.02], [-0.08, 0.06, -0.14], [-0.02, -0.03, 0.00], [0.03, 0.00, 0.10], [0.01, 0.01, 0.06], [-0.06, 0.04, 0.02], [-0.13, -0.05, -0.17], [-0.05, -0.01, -0.02], [0.14, -0.01, 0.08], [-0.09, -0.03, 0.02], [0.08, 0.01, 0.04], [0.03, 0.00, 0.02], [-0.05, -0.04, 0.03], [-0.02, 0.01, 0.03], [0.02, 0.02, -0.13], [-0.03, 0.00, -0.04], [0.08, -0.10, -0.11], [0.01, 0.39, 0.18], [0.05, 0.07, 0.05], [-0.03, -0.06, -0.03], [0.01, 0.02, -0.03], [0.03, -0.09, -0.01], [0.10, 0.07, 0.04], [-0.01, 0.03, 0.00], [-0.05, -0.07, 0.13], [0.00, -0.03, -0.04], [0.04, 0.04, 0.02], [0.01, 0.02, -0.03], [-0.06, -0.01, 0.04], [-0.12, -0.13, -0.01], [0.02, -0.04, -0.02], [-0.15, 0.04, -0.08], [0.03, -0.01, -0.01], [0.11, 0.02, -0.12], [0.07, 0.25, 0.09], [0.07, -0.02, -0.02], [-0.41, -0.13, 0.01], [-0.01, 0.00, 0.02], [-0.10, 0.02, -0.12], [-0.15, 0.00, 0.05], [-0.03, -0.01, 0.05], [0.01, 0.04, 0.02], [-0.05, -0.04, 0.02], [0.19, -0.23, 0.22], [0.08, -0.19, 0.11], [-0.03, -0.01, 0.01], [0.05, -0.15, 0.02], [0.06, 0.04, 0.07], [0.04, 0.00, 0.02], [-0.02, -0.04, 0.01], [-0.02, 0.00, 0.03], [-0.12, 0.04, 0.08], [-0.04, -0.07, -0.07], [0.15, 0.14, 0.05], [0.01, 0.03, 0.04], [0.09, -0.13, -0.03], [-0.19, 0.02, 0.08], [-0.04, 0.07, 0.06], [0.02, 0.03, 0.03], [-0.05, -0.04, -0.01], [-0.03, 0.02, 0.00], [0.01, -0.01, -0.02], [0.10, -0.06, -0.16], [-0.31, 0.17, 0.05], [0.04, 0.04, -0.15], [-0.05, 0.03, -0.02], [-0.03, 0.02, -0.01], [0.24, 0.10, -0.17], [0.11, 0.04, 0.06]]
}